Density functional theory data (ωB97M-V with the def2-TZVPD basis set) for a 2-piece molecular cluster, CH5OS overall.

Properties
net charge	0
HOMO-LUMO gap (alpha / beta)	0.389 / 0.260	Eh
expectation value of S²	0.75
maximum force	0.7	eV/Å
2S+1	2
total energy	-514.4641	a.u.

Bonds (Å) are listed after each position.
Element x y z (Å)
1 C -0.424 0.290 1.175  S2 1.805, H3 1.091, H4 1.091, H5 1.083
2 S -0.979 0.863 -0.445  C1 1.805
3 H 0.662 0.184 1.184  C1 1.091
4 H -0.617 1.133 1.839  C1 1.091
5 H -0.936 -0.603 1.513  C1 1.083
6 H 1.313 -0.474 -1.219  O8 0.959
7 H 0.021 -0.596 -1.997  O8 0.962
8 O 0.960 -0.797 -2.051  H6 0.959, H7 0.962

***

Density functional theory data (ωB97M-V with the def2-TZVPD basis set) for a 2-piece molecular cluster, CH5PS2 overall at a distorted geometry.

Properties
net charge	0
HOMO-LUMO gap (alpha / beta)	0.253 / 0.262	Eh
maximum force	3.4	eV/Å
total energy	-1178.7227	a.u.

Bonds (Å) are listed after each position.
Element x y z (Å)
1 C 0.440 -1.027 -0.091  P2 1.892, H5 1.098, H6 1.125, H7 1.101
2 P 0.870 0.738 0.439  C1 1.892, S4 2.011, H8 1.300
3 S -1.410 3.953 0.508  H9 1.438
4 S 0.733 2.058 -1.071  P2 2.011
5 H 0.567 -1.661 0.797  C1 1.098
6 H 1.367 -1.173 -0.712  C1 1.125
7 H -0.545 -1.181 -0.556  C1 1.101
8 H 2.125 0.411 0.533  P2 1.300
9 H -2.034 3.953 -0.788  S3 1.438